*one*
# C5H12N3

An isolated ion of composition C5H12N3 and charge +1 (wB97M-V/def2-TZVPD, the OMol25 dataset).

The geometry in XYZ format:
```
20
Properties=species:S:1:pos:R:3:nbo_charge:R:1
C -0.554 -1.079 -0.704 0.125
C 0.844 -0.866 -0.605 -0.108
C -1.350 1.156 -0.093 0.161
C -2.576 -0.809 0.449 -0.400
C 2.953 -0.048 0.327 -0.446
N -1.387 -0.168 -0.052 -0.384
N -0.297 1.915 -0.484 -0.778
N 1.533 -0.003 0.178 -0.483
H -1.007 -2.038 -1.154 0.248
H 1.577 -1.334 -1.294 0.220
H -2.157 1.627 0.435 0.211
H -3.038 -1.325 -0.266 0.216
H -2.366 -1.501 1.337 0.226
H -3.188 -0.037 1.043 0.236
H 3.512 0.156 -0.667 0.247
H 3.126 0.698 1.216 0.244
H 3.235 -1.070 0.757 0.230
H -0.297 2.922 -0.638 0.433
H 0.531 1.476 -0.709 0.396
H 0.907 0.328 0.925 0.408
```

Its expectation value of S² is 2.012. Its multiplicity is 3. The total charge is +1. Its lowest unoccupied orbital energy (alpha / beta) is -3.10 / -6.18 eV.

***

*two*
# C5H12N3

A 2-piece molecular cluster, C5H12N3 overall (wB97M-V/def2-TZVPD, the OMol25 dataset).

The geometry in XYZ format:
```
20
Properties=species:S:1:pos:R:3:nbo_charge:R:1
C -1.492 -1.575 -0.874 0.239
C 0.288 -0.007 2.830 -0.033
C 0.035 0.410 -0.917 0.155
C 1.334 -0.332 -0.758 -0.608
C 0.122 1.797 -1.096 -0.648
N -0.527 -2.346 -0.592 -0.645
N 0.436 0.873 1.917 -0.238
N -1.157 -0.192 -0.948 -0.541
H -2.543 -1.747 -1.113 0.194
H -0.141 0.074 3.950 0.307
H 0.589 -0.972 2.417 0.264
H 1.410 -0.728 0.373 0.191
H 2.334 0.271 -0.816 0.239
H 1.501 -1.131 -1.362 0.244
H 0.537 2.432 -0.248 0.190
H -0.832 2.269 -1.333 0.223
H 0.881 2.023 -1.781 0.246
H -0.861 -3.374 -0.605 0.374
H 0.177 1.860 2.056 0.428
H -2.091 0.395 -1.100 0.420
```

Its expectation value of S² is 2.018. Its multiplicity is 3. The total charge is +1. Its lowest unoccupied orbital energy (alpha / beta) is -4.90 / -9.28 eV.

***

Sorted by energy, starting with the most stable: *one*, *two*.

***

*one*
# C2H3F2N

A 2-piece molecular cluster, C2H3F2N overall (wB97M-V/def2-TZVPD, the OMol25 dataset).

The geometry in XYZ format:
```
8
Properties=species:S:1:pos:R:3:nbo_charge:R:1
C 0.563 0.514 0.242 -0.069
C -1.635 -0.761 -0.150 0.517
N -0.693 0.132 0.005 -0.168
F -2.919 -0.577 0.204 -0.263
F -1.747 1.735 -0.140 -0.605
H 1.228 0.018 0.907 0.203
H 0.807 1.427 -0.163 0.220
H -1.337 -1.648 -0.510 0.165
```

Its multiplicity is 1. The total charge is 0. Its lowest unoccupied orbital energy (alpha / beta) is -0.82 / -0.67 eV.

***

*two*
# C2H3F2N

A 2-piece molecular cluster, C2H3F2N overall (wB97M-V/def2-TZVPD, the OMol25 dataset).

The geometry in XYZ format:
```
8
Properties=species:S:1:pos:R:3:nbo_charge:R:1
C 0.716 0.129 0.263 0.494
C -0.475 0.176 -0.637 0.224
N 0.153 -1.006 -0.281 -0.630
F 1.880 0.669 -0.103 -0.329
F -1.599 0.559 0.135 -0.378
H 0.377 0.906 2.111 0.008
H -0.794 0.392 -1.692 0.196
H -0.257 -1.825 0.205 0.416
```

Its multiplicity is 1. The total charge is 0. Its lowest unoccupied orbital energy (alpha / beta) is -0.61 / -0.50 eV.

***

Sorted by energy, starting with the most stable: *one*, *two*.

***

*one*
# C2H3F2N

C2H3F2N in the gas phase (wB97M-V/def2-TZVPD, the OMol25 dataset).

The geometry in XYZ format:
```
8
Properties=species:S:1:pos:R:3:nbo_charge:R:1
C 0.298 -0.248 1.096 0.199
C -0.003 -0.062 -1.240 0.244
N -0.238 0.227 -0.006 -0.493
F 0.030 0.581 2.085 -0.349
F -1.015 0.069 -2.037 -0.316
H 1.217 -0.690 1.198 0.150
H 0.746 -0.767 -1.322 0.138
H -1.035 0.890 0.225 0.428
```

Its multiplicity is 1. The total charge is 0. Its lowest unoccupied orbital energy (alpha / beta) is 1.10 / 1.11 eV.

***

*two*
# C2H3F2N

A 2-piece molecular cluster, C2H3F2N overall (wB97M-V/def2-TZVPD, the OMol25 dataset).

The geometry in XYZ format:
```
8
Properties=species:S:1:pos:R:3:nbo_charge:R:1
C -0.104 1.496 -0.089 -0.319
C -0.106 1.657 -1.281 -0.203
H -0.176 1.715 0.985 0.262
H -0.251 1.692 -2.418 0.266
F 1.323 -1.656 0.991 -0.223
N -0.009 -1.515 1.000 0.118
F -0.449 -2.711 0.465 -0.238
H -0.227 -0.679 0.347 0.337
```

Its multiplicity is 1. The total charge is 0. The SMILES is C#C.FNF. Its lowest unoccupied orbital energy is 1.03 eV.

***

Sorted by energy, starting with the most stable: *one*, *two*.

***

*one*
# C2H4O4S

C2H4O4S in the gas phase (wB97M-V/def2-TZVPD, the OMol25 dataset).

The geometry in XYZ format:
```
11
Properties=species:S:1:pos:R:3:nbo_charge:R:1
O 0.107 2.197 -0.445 -0.919
S 0.108 1.091 0.556 1.893
O 0.202 1.388 2.002 -0.871
C 0.688 -0.439 -0.371 -0.092
O 1.095 -0.194 -1.641 -0.667
C -0.827 -0.411 0.022 -0.114
O -1.372 -1.333 0.820 -0.656
H 1.345 -1.196 0.226 0.216
H 0.880 0.645 -1.898 0.498
H -1.427 -0.153 -0.850 0.216
H -0.798 -1.595 1.578 0.495
```

Its multiplicity is 1. The total charge is 0. The SMILES is O=S1(=O)[C@H](O)[C@H]1O. Its lowest unoccupied orbital energy is 0.29 eV.

***

*two*
# C2H4O4S

A 2-piece molecular cluster, C2H4O4S overall (wB97M-V/def2-TZVPD, the OMol25 dataset).

The geometry in XYZ format:
```
11
Properties=species:S:1:pos:R:3:nbo_charge:R:1
C 1.044 1.062 -0.182 -0.221
C 0.445 1.294 1.122 0.382
O 0.081 -2.188 -1.896 -0.949
O 1.606 -1.574 0.484 -0.920
O 2.454 0.652 -0.221 -0.654
O -0.676 1.650 1.316 -0.485
S 1.664 -0.666 -0.631 1.530
H 0.534 1.363 -1.058 0.223
H 1.255 1.184 1.896 0.119
H 0.630 -2.887 -2.241 0.490
H -0.127 -2.243 -0.991 0.485
```

Its multiplicity is 1. The total charge is 0. Its lowest unoccupied orbital energy is -0.56 eV.

***

Sorted by energy, starting with the most stable: *two*, *one*.